Entry 1:
{"formula": "C27H45AlClF3O2P", "method": "ωB97M-V/def2-TZVPD", "charge": -1, "multiplicity": 1, "relative_energy_kj_mol": 254.2, "energy_ev": -69386.888, "orbital_gap_ha": 0.1030, "homo_ev": -0.42, "lumo_ha": 0.0876, "species": ["Al", "Cl", "P", "C", "H", "H", "C", "C", "C", "H", "C", "H", "H", "C", "H", "H", "C", "H", "H", "C", "H", "H", "H", "H", "C", "C", "H", "C", "H", "H", "C", "H", "H", "C", "H", "H", "C", "H", "H", "H", "H", "C", "H", "C", "H", "H", "C", "H", "H", "C", "H", "H", "C", "H", "H", "H", "H", "C", "C", "H", "C", "H", "C", "H", "H", "C", "H", "H", "C", "H", "H", "H", "H", "F", "C", "F", "F", "C", "O", "O"], "coordinates": [[-0.641, 1.164, 1.318], [-2.388, 2.386, 1.153], [-0.211, -0.380, -0.477], [-1.175, -0.165, 2.740], [-0.332, -0.797, 3.033], [-2.041, -0.742, 2.398], [-0.930, 0.253, -2.095], [-0.953, -2.074, -0.109], [-0.312, -0.301, -3.388], [-1.978, -0.097, -2.045], [-1.098, 0.188, -4.615], [0.731, 0.037, -3.473], [-0.295, -1.400, -3.392], [-1.213, 1.717, -4.664], [-0.616, -0.178, -5.531], [-2.108, -0.244, -4.581], [-1.732, 2.302, -3.348], [-0.227, 2.147, -4.880], [-1.875, 2.014, -5.485], [-0.938, 1.786, -2.135], [-1.692, 3.399, -3.375], [-2.787, 2.019, -3.215], [0.099, 2.155, -2.189], [-1.377, 2.193, -1.213], [1.633, -0.703, -0.698], [-0.131, -2.887, 0.907], [-1.910, -1.799, 0.369], [-0.885, -4.150, 1.343], [0.824, -3.185, 0.454], [0.123, -2.283, 1.783], [-1.266, -5.023, 0.142], [-0.261, -4.724, 2.041], [-1.795, -3.855, 1.885], [-1.990, -4.234, -0.958], [-0.354, -5.472, -0.275], [-1.897, -5.854, 0.475], [-1.272, -2.932, -1.342], [-2.097, -4.864, -1.851], [-3.003, -3.986, -0.612], [-0.339, -3.186, -1.865], [-1.892, -2.374, -2.056], [2.385, 0.561, -1.128], [1.945, -0.946, 0.334], [3.904, 0.360, -1.021], [2.112, 0.830, -2.160], [2.103, 1.413, -0.499], [4.379, -0.869, -1.803], [4.412, 1.264, -1.383], [4.164, 0.241, 0.041], [3.564, -2.125, -1.474], [4.306, -0.659, -2.878], [5.438, -1.049, -1.590], [2.046, -1.892, -1.575], [3.853, -2.946, -2.144], [3.799, -2.442, -0.448], [1.770, -1.704, -2.623], [1.529, -2.813, -1.278], [0.802, 2.780, 1.201], [1.218, 1.724, 2.075], [1.073, 2.777, 0.141], [1.365, 2.005, 3.558], [1.918, 0.963, 1.713], [0.547, 3.206, 4.057], [1.116, 1.107, 4.138], [2.423, 2.226, 3.781], [0.811, 4.419, 3.183], [-0.527, 2.971, 4.100], [0.853, 3.423, 5.091], [0.515, 4.179, 1.693], [0.258, 5.291, 3.546], [1.877, 4.657, 3.265], [-0.533, 4.435, 1.492], [1.115, 4.892, 1.102], [-4.997, 1.474, 3.870], [-3.971, 0.619, 3.692], [-4.195, -0.505, 4.440], [-3.974, 0.208, 2.385], [-2.632, 1.258, 4.167], [-2.625, 2.313, 4.770], [-1.545, 0.492, 3.995]], "lowdin_charge": [-0.206, 0.389, 1.136, -0.217, 0.061, 0.041, -0.409, -0.398, -0.217, 0.119, -0.201, 0.099, 0.090, -0.214, 0.105, 0.112, -0.194, 0.110, 0.101, -0.228, 0.111, 0.115, 0.114, 0.033, -0.399, -0.203, 0.111, -0.192, 0.100, 0.091, -0.209, 0.110, 0.117, -0.198, 0.110, 0.103, -0.212, 0.106, 0.115, 0.097, 0.101, -0.208, 0.112, -0.189, 0.104, 0.073, -0.211, 0.110, 0.116, -0.196, 0.109, 0.101, -0.209, 0.105, 0.115, 0.100, 0.076, -0.332, -0.346, 0.034, -0.231, 0.059, -0.206, 0.090, 0.089, -0.215, 0.085, 0.103, -0.248, 0.098, 0.097, 0.060, 0.090, 0.141, -0.498, 0.120, 0.063, -0.433, 0.123, -0.052]}

Entry 2:
{"formula": "C27H45BrN2NiO2P2", "method": "ωB97M-V/def2-TZVPD", "charge": 2, "multiplicity": 3, "relative_energy_kj_mol": 38.1, "energy_ev": -165449.257, "orbital_gap_ha": [0.2675, 0.1330], "homo_ev": [-12.63, -12.61], "lumo_ha": [-0.1965, -0.3306], "s2": 2.006, "species": ["N", "C", "C", "C", "C", "C", "C", "Ni", "P", "C", "C", "C", "C", "C", "C", "C", "Br", "H", "H", "H", "H", "H", "H", "H", "H", "H", "H", "P", "C", "C", "H", "H", "H", "H", "H", "C", "C", "H", "H", "H", "H", "H", "C", "C", "H", "H", "H", "H", "H", "C", "C", "H", "H", "H", "H", "H", "C", "C", "H", "H", "H", "H", "H", "C", "C", "H", "H", "H", "H", "H", "N", "C", "C", "O", "O", "H", "H", "H", "H", "H"], "coordinates": [[-6.925, 5.100, -5.674], [-6.565, 5.471, -4.438], [-5.526, 4.847, -3.731], [-4.769, 3.801, -4.316], [-5.143, 3.471, -5.642], [-6.238, 4.108, -6.258], [-3.711, 3.092, -3.610], [0.318, -0.543, -3.229], [4.492, -0.901, -1.020], [-2.852, 2.169, -4.142], [-1.715, 1.691, -3.380], [-0.493, 1.442, -4.046], [0.779, 1.615, -3.342], [0.718, 2.189, -1.968], [-0.489, 1.950, -1.289], [-1.743, 1.693, -1.964], [2.140, 3.225, -1.102], [-3.587, 3.395, -2.574], [-2.864, 1.936, -5.215], [-5.351, 5.187, -2.725], [-4.647, 2.700, -6.224], [-7.148, 6.303, -4.017], [-6.601, 3.823, -7.260], [-0.582, 1.281, -5.137], [-2.748, 1.709, -1.479], [1.663, 1.674, -3.992], [-0.530, 2.015, -0.197], [0.016, -2.156, -1.556], [5.142, 0.803, -0.789], [6.238, 1.227, -1.757], [5.654, 0.748, 0.192], [4.286, 1.507, -0.771], [6.434, 2.292, -1.629], [7.162, 0.707, -1.503], [6.048, 1.058, -2.815], [3.557, -0.711, -2.602], [4.240, -1.766, -3.529], [3.699, 0.310, -3.035], [2.425, -0.877, -2.418], [3.816, -1.756, -4.543], [5.329, -1.575, -3.640], [4.147, -2.795, -3.128], [3.347, -1.108, 0.376], [4.130, -1.686, 1.565], [2.495, -1.742, 0.095], [2.921, -0.130, 0.614], [3.503, -2.273, 2.229], [4.931, -2.364, 1.271], [4.589, -0.912, 2.177], [-0.140, -2.857, 0.208], [-1.030, -4.123, 0.324], [-0.532, -2.035, 0.846], [0.856, -3.109, 0.637], [-2.105, -3.858, 0.319], [-0.811, -4.810, -0.518], [-0.819, -4.654, 1.277], [0.768, -3.451, -2.617], [0.633, -3.109, -4.098], [0.380, -4.448, -2.376], [1.840, -3.458, -2.369], [-0.380, -3.230, -4.490], [0.940, -2.069, -4.339], [1.284, -3.769, -4.675], [-1.718, -2.009, -2.203], [-2.786, -1.510, -1.227], [-2.024, -2.920, -2.732], [-1.599, -1.207, -2.967], [-3.419, -0.750, -1.716], [-3.450, -2.308, -0.859], [-2.319, -1.036, -0.353], [-3.855, -0.251, 4.298], [-2.693, 0.411, 3.615], [-2.572, -0.390, 2.323], [-1.579, -0.164, 1.577], [-3.455, -1.263, 2.129], [-4.700, 0.345, 4.371], [-3.583, -0.562, 5.228], [-4.059, -1.080, 3.611], [-2.890, 1.458, 3.423], [-1.810, 0.303, 4.238]], "lowdin_spin": [0.000, 0.000, 0.000, 0.000, 0.000, 0.000, 0.000, 0.937, 0.602, 0.000, 0.000, 0.002, -0.003, 0.009, 0.006, -0.001, 0.005, 0.000, 0.000, 0.000, 0.000, 0.000, 0.000, 0.002, 0.000, -0.001, 0.000, 0.021, 0.094, 0.004, 0.000, 0.021, 0.000, 0.001, 0.000, 0.082, 0.028, 0.007, 0.007, 0.001, 0.003, 0.004, 0.098, 0.013, 0.000, 0.019, 0.000, 0.006, 0.000, 0.009, 0.002, 0.000, 0.000, 0.000, 0.000, 0.001, 0.004, 0.006, 0.000, 0.000, 0.000, 0.001, 0.001, 0.005, 0.000, 0.001, 0.002, 0.000, 0.000, 0.000, 0.000, 0.000, 0.000, 0.000, 0.000, 0.000, 0.000, 0.000, 0.000, 0.000]}